*P*
# C8H10N2

2 unconnected molecules or ions with the total composition C8H10N2 (the ωB97M-V functional and the def2-TZVPD basis, OMol25).

The geometry in XYZ format:
```
20
Properties=species:S:1:pos:R:3:nbo_charge:R:1
C 1.71265 -1.38395 -0.80837 -0.3058
C 2.34561 -0.81301 0.31786 -0.3057
C 2.79785 0.41902 -0.02487 -0.0852
N 2.70501 0.46860 -1.39186 -0.5079
C 1.97886 -0.58304 -1.93225 -0.0875
H 1.48779 -2.45041 -0.79403 0.2205
H 2.43878 -1.34772 1.26312 0.2205
H 3.23128 1.17425 0.63078 0.2198
H 3.18459 1.20152 -1.92040 0.4104
H 1.63595 -0.63177 -2.96576 0.2241
C -2.47755 1.03266 -0.20495 -0.3053
C -1.23121 0.60244 0.38770 -0.3037
C -1.59077 0.00691 1.55488 -0.0755
N -2.95565 -0.05522 1.60806 -0.5177
C -3.48716 0.52403 0.49681 -0.0815
H -2.53582 1.64100 -1.10752 0.2162
H -0.23419 0.68851 -0.04429 0.2343
H -0.95915 -0.48770 2.29280 0.2095
H -3.48827 -0.52297 2.34566 0.4099
H -4.55861 0.51685 0.29671 0.2106
```

Properties
Frontier orbital gap = 9.192 eV
Molar mass = 134.2 g/mol

*Q*
# C8H10N2

C8H10N2 in the gas phase (the ωB97M-V functional and the def2-TZVPD basis, OMol25).

The geometry in XYZ format:
```
20
Properties=species:S:1:pos:R:3:nbo_charge:R:1
C 1.61840 -0.96025 0.29657 0.1022
N 2.64755 -0.23993 0.36298 -0.3711
C 2.35944 1.03962 0.94257 -0.2388
C 0.79741 1.08619 1.15980 -0.4457
C 0.32303 -0.30257 0.88929 -0.1028
N -0.70105 -0.31819 -0.11192 -0.3296
C -1.97587 -0.81904 0.14683 -0.0543
C -2.74165 -0.84500 -0.98554 -0.2961
C -1.87627 -0.33284 -2.05366 -0.2870
C -0.69466 0.03825 -1.45533 -0.0919
H 1.68048 -1.95573 -0.14129 0.2018
H 2.67885 1.92624 0.35062 0.1939
H 2.91300 1.26596 1.75186 0.1976
H 0.69972 1.43640 2.12118 0.2208
H 0.57294 1.87010 0.39976 0.2315
H -0.15398 -0.80992 1.62377 0.2199
H -2.27757 -1.18124 1.03440 0.1952
H -3.67447 -1.16004 -1.14822 0.2092
H -2.22782 -0.25566 -3.13675 0.2257
H 0.03252 0.51765 -2.04693 0.2197
```

Properties
Frontier orbital gap = 9.360 eV
Molar mass = 134.2 g/mol

*R*
# C8H10N2

C8H10N2 in the gas phase (the ωB97M-V functional and the def2-TZVPD basis, OMol25).

The geometry in XYZ format:
```
20
Properties=species:S:1:pos:R:3:nbo_charge:R:1
C -1.30332 -0.14802 1.39332 -0.6152
C -1.24703 0.15072 -0.09206 -0.0242
C -0.79030 -0.63827 -1.29629 -0.3887
C 0.14190 0.46332 -0.89704 0.1449
N 1.37028 0.16884 -0.40038 -0.3500
C 2.07457 -0.96346 -0.58721 -0.1115
C 3.36304 -0.66157 -0.11385 -0.1048
N 3.32725 0.58459 0.51626 -0.4432
C 2.11205 1.01940 0.33411 0.1538
C -0.82735 1.49164 -0.60614 -0.3901
H -0.79543 -1.05206 1.65998 0.2192
H -2.35814 -0.11033 1.68130 0.2310
H -0.70029 0.75258 2.02985 0.1978
H -0.50090 -1.66832 -1.10132 0.2149
H -1.42216 -0.56389 -2.21828 0.2057
H 1.78484 -1.87950 -1.24120 0.2352
H 4.32467 -1.24542 -0.07423 0.2192
H 1.75698 1.83264 0.82308 0.1913
H -1.50911 1.96369 -1.25919 0.2116
H -0.47374 2.12078 0.22744 0.2032
```

Properties
Frontier orbital gap = 8.745 eV
Molar mass = 134.2 g/mol

Energy ordering: *P* at the bottom, the next structure 0.988 eV above.

*P*
# C4H13N3O

2 unconnected molecules or ions with the total composition C4H13N3O (the ωB97M-V functional and the def2-TZVPD basis, OMol25).

The geometry in XYZ format:
```
21
Properties=species:S:1:pos:R:3:nbo_charge:R:1
H -3.50173 1.47146 -0.95405 0.3484
N -2.67495 1.01650 -1.31715 -0.7694
C -1.71481 0.67394 -0.53202 0.5880
N -1.54139 1.03335 0.81370 -0.8697
N -0.76494 -0.22303 -1.01018 -0.6356
C 0.62816 0.13019 -0.71047 -0.2426
C 1.43066 -0.97897 0.03570 -0.3989
C 1.29305 -2.21380 -0.97186 -0.6255
H -1.00952 0.37074 1.39458 0.3805
H -2.45884 1.05433 1.24388 0.3890
H -0.98004 -0.42039 -1.98800 0.4033
H 1.28675 0.52121 -1.53017 0.2015
H 0.57132 0.98629 -0.03581 0.1984
H 1.10611 -1.26795 1.03033 0.2026
H 2.48922 -0.77402 0.02985 0.2040
H 1.97330 -2.95133 -0.52168 0.2154
H 0.28520 -2.69624 -0.93500 0.2097
H 1.35940 -1.82615 -1.99644 0.2037
O 0.83329 1.74128 2.89895 -0.9484
H 0.12645 1.74125 2.25181 0.4727
H 1.26329 2.61135 2.80402 0.4728
```

Properties
Frontier orbital gap = 9.979 eV
Molar mass = 119.2 g/mol

*Q*
# C4H13N3O

3 unconnected molecules or ions with the total composition C4H13N3O (the ωB97M-V functional and the def2-TZVPD basis, OMol25).

The geometry in XYZ format:
```
21
Properties=species:S:1:pos:R:3:nbo_charge:R:1
C -0.75445 0.02536 1.29921 0.0783
N -0.74002 -1.37595 0.95638 -0.8964
N -1.99615 0.52918 1.73666 -0.8370
C -0.62332 0.92661 -0.68569 -0.0608
N -1.61721 0.60202 -1.43480 -0.8286
H 0.07224 0.31188 1.94437 0.1743
H -1.43819 -1.53990 0.23153 0.3625
H -2.67823 0.51521 0.97620 0.3799
H -1.02544 -1.94632 1.75153 0.3737
H -1.92941 1.47628 2.09142 0.3705
H -1.62363 -0.38480 -1.68925 0.3333
H -0.39492 1.96423 -0.45524 0.1809
C 1.23756 0.00001 -1.30152 0.1164
C 2.38753 0.24146 -0.36070 -0.6827
O 0.91857 -1.31157 -1.57717 -0.7037
H 0.74881 -1.76460 -0.73250 0.4942
H 1.25065 0.57508 -2.22101 0.1978
H 0.14255 0.25125 -0.16270 0.2754
H 3.32408 -0.12006 -0.79947 0.2340
H 2.49582 1.30839 -0.15474 0.2239
H 2.24316 -0.28375 0.58749 0.2141
```

Properties
Frontier orbital gap = 7.327 eV
Molar mass = 119.2 g/mol

Energy ordering: *P* at the bottom, the next structure 4.627 eV above.

*P*
# C2H3IN2O

A molecular structure, C2H3IN2O (the ωB97M-V functional and the def2-TZVPD basis, OMol25).

The geometry in XYZ format:
```
9
Properties=species:S:1:pos:R:3:nbo_charge:R:1
C 0.61143 0.73422 -0.58081 -0.3384
C -0.53180 0.54033 0.26611 -0.0192
N 0.64160 -1.82129 -0.52012 0.2483
N -0.45299 -0.45551 1.06671 -0.6186
O 1.07113 -0.96067 -1.14223 -0.1395
I -1.83414 -0.90080 2.50468 0.2857
H 0.44860 1.26331 -1.49963 0.2098
H 1.51589 0.52484 -0.17916 0.2042
H -1.46971 1.07556 0.08445 0.1676
```

Properties
Frontier orbital gap (alpha / beta) = 7.615 / 7.585 eV
Molar mass = 198.0 g/mol

*Q*
# C2H3IN2O

A molecular structure, C2H3IN2O (the ωB97M-V functional and the def2-TZVPD basis, OMol25).

The geometry in XYZ format:
```
9
Properties=species:S:1:pos:R:3:nbo_charge:R:1
C 0.72455 0.25946 0.79081 -0.0669
C -0.11827 -0.08478 -1.08184 0.3756
N 0.63180 -1.21556 0.59108 -0.0409
N 0.10364 -1.30782 -0.53311 -0.2168
O 0.52748 0.88401 -0.50809 -0.4004
I -2.63019 0.36923 0.15423 -0.3737
H -0.34465 0.43214 1.31508 0.2539
H 1.53932 0.56467 1.37161 0.2280
H -0.43369 0.09864 -2.09977 0.2412
```

Properties
Frontier orbital gap (alpha / beta) = 7.027 / 7.024 eV
Molar mass = 198.0 g/mol

Energy ordering: *Q* at the bottom, the next structure 3.156 eV above.

*P*
# C6H12N2

A molecular structure, C6H12N2 (the ωB97M-V functional and the def2-TZVPD basis, OMol25).

The geometry in XYZ format:
```
20
Properties=species:S:1:pos:R:3:nbo_charge:R:1
C 0.07252 -0.96904 -2.55595 -0.6475
C 1.19484 0.19339 1.79072 -0.6074
C -0.59474 1.73435 0.83485 -0.6125
C -0.45819 -0.72331 0.01277 0.0890
C 0.19196 -0.41357 -1.14653 0.0824
C 0.25929 0.48681 0.62669 0.1051
N -1.35295 -1.55245 0.48070 -0.8254
N 0.96385 0.51715 -0.62534 -0.6078
H -1.56413 -1.62218 1.47235 0.3868
H -1.64230 -2.37579 -0.04040 0.3864
H 1.07994 1.41990 -1.07610 0.3456
H 0.97023 -0.77747 -3.14747 0.2180
H -0.74911 -0.43808 -3.05376 0.2111
H -0.22950 -2.01942 -2.55185 0.2172
H 0.62357 0.00093 2.70605 0.1964
H 1.82540 -0.68399 1.60539 0.2229
H -1.26928 1.60415 1.68813 0.2086
H -1.21258 1.96509 -0.04142 0.2179
H 0.03304 2.61006 1.03458 0.2042
H 1.85814 1.04346 1.98657 0.2091
```

Properties
Frontier orbital gap = 7.006 eV
Molar mass = 112.2 g/mol

*Q*
# C6H12N2

C6H12N2 in the gas phase (the ωB97M-V functional and the def2-TZVPD basis, OMol25).

The geometry in XYZ format:
```
20
Properties=species:S:1:pos:R:3:nbo_charge:R:1
C -1.09586 -0.34605 -0.34038 0.1320
C -1.48980 -1.28751 0.76901 -0.6577
C -1.84708 0.95613 -0.42636 -0.6589
C 1.25420 0.50119 0.46830 0.0902
N 2.67846 0.61540 0.44419 -0.8657
C 0.36389 0.83177 1.42153 -0.4917
C 1.37889 -0.78729 -1.52913 -0.1256
N 0.71243 -0.19235 -0.60676 -0.2510
H -1.18073 -0.86928 -1.29450 0.1684
H 3.02891 1.06151 -0.39882 0.3516
H 3.00721 1.12772 1.25103 0.3847
H 0.78228 1.27923 2.33240 0.1412
H -2.46153 -1.73474 0.52454 0.2123
H -1.90851 1.42580 0.55220 0.2540
H -0.77305 -2.10119 0.87269 0.2241
H -1.54503 -0.75494 1.71564 0.2533
H -2.85066 0.75830 -0.82169 0.2123
H -1.35736 1.65011 -1.10820 0.2240
H 0.84141 -1.30087 -2.31598 0.1906
H 2.46192 -0.83294 -1.50972 0.2119
```

Properties
Frontier orbital gap = 7.258 eV
Molar mass = 112.2 g/mol

*R*
# C6H12N2

A molecular structure, C6H12N2 (the ωB97M-V functional and the def2-TZVPD basis, OMol25).

The geometry in XYZ format:
```
20
Properties=species:S:1:pos:R:3:nbo_charge:R:1
C 0.30439 -1.23110 -1.56405 -0.4083
C 1.21334 1.68372 0.91001 -0.6847
N 0.36133 -0.60054 -0.24930 -0.4637
C -0.63948 -0.68869 0.58910 0.4246
C 0.52160 1.15234 -0.29493 0.2243
N -0.45748 -2.50998 0.81348 -0.9275
C -1.62699 -0.08905 1.22301 -0.5802
C 0.17027 1.82301 -1.37672 -0.4763
H 0.28233 -2.58354 1.50816 0.3464
H -1.35288 -2.76921 1.22160 0.3406
H 1.07764 -0.77514 -2.18207 0.2059
H 0.49309 -2.29106 -1.42186 0.2453
H -0.66205 -1.10688 -2.05958 0.1820
H 1.21158 2.77673 0.91517 0.2258
H 0.74585 1.33403 1.82944 0.2397
H 2.25312 1.35214 0.91034 0.2299
H -1.90827 0.92446 0.99260 0.2207
H -2.17323 -0.61160 1.99129 0.2282
H -0.35850 1.38260 -2.20892 0.2131
H 0.54433 2.82777 -1.54679 0.2143
```

Properties
Frontier orbital gap = 9.466 eV
Molar mass = 112.2 g/mol

Energy ordering: *P* at the bottom, the next structure 2.245 eV above.